ORCA calculation (the ωB97M-V functional and the def2-TZVPD basis) on 2 unconnected molecules or ions with the total composition C4H12 in a non-equilibrium geometry.

Each line ends with the natural charge from an NBO analysis.
Element x y z (Å)
C -0.0983 2.1837 1.1646  -0.902
C -1.0736 1.3340 0.3937  -0.948
H 0.4939 2.8527 0.5184  0.188
H -0.6127 2.9129 1.7871  0.187
H 0.5299 1.6389 1.8715  0.192
H -1.6042 1.9413 -0.3502  0.182
H -0.8082 0.5067 -0.2599  0.197
H -1.9028 0.9633 1.0116  0.186
C 1.2542 -1.3706 -0.9476  -0.730
C 0.0302 -2.2113 -0.6249  -0.723
H 1.3913 -1.1628 -2.0142  0.192
H 1.1671 -0.4209 -0.4243  0.211
H 2.1485 -1.8190 -0.5168  0.188
H 0.2293 -2.8397 0.2370  0.192
H -0.8624 -1.6151 -0.4237  0.205
H -0.2822 -2.8940 -1.4223  0.183

Calculated values
Spin multiplicity: 2
Electronic energy (Eh): -159.514133
Expectation value of S²: 0.75
Frontier orbital gap (spin up / spin down) (eV): 2.72 / 11.99
Charge: -1